Entry from the OMol25 dataset: an isolated ion of composition C4H9N2 and charge +1 at a distorted geometry (ωB97M-V/def2-TZVPD).

Total energy = -7266.002 eV
E_HOMO = -14.9 eV
LUMO level = -3.1 eV
Gap between HOMO and LUMO = 0.433 Eh
SMILES = C/[NH+]=C1/CCN1
Largest force on an atom = 4.8 eV Å⁻¹
Energy above the lowest of the compared OMol25 structures with the same formula, charge and spin = 206.5 kJ/mol

Geometry as ORCA input:
```
! wB97M-V def2-TZVPD RIJCOSX def2/J DEFGRID3
* xyz 1 1
C -0.28741 2.22757 0.70544
N -0.81894 1.04256 0.05002
C -0.19050 -0.09946 0.01643
C -0.56458 -1.44348 -0.85936
C 0.81342 -1.93104 -0.26144
N 0.95342 -0.62991 0.42377
H -0.09486 2.33725 1.79914
H 0.55648 2.45414 0.21538
H -0.98192 3.12099 0.55192
H -1.63968 1.29390 -0.57770
H -1.33220 -1.98780 -0.44734
H -0.61069 -1.36814 -1.90563
H 0.95097 -2.75082 0.46661
H 1.51814 -2.10283 -1.19917
H 1.72835 -0.16292 1.02193
*
```

Entry from the OMol25 dataset: C4H9N2 as an isolated structure at a distorted geometry (ωB97M-V/def2-TZVPD).

Total energy = -7262.562 eV
E_HOMO = -13.2 eV
LUMO level = -4.6 eV
Gap between HOMO and LUMO = 0.316 Eh
Largest force on an atom = 6.3 eV Å⁻¹
Energy above the lowest of the compared OMol25 structures with the same formula, charge and spin = 538.3 kJ/mol

Geometry as ORCA input:
```
! wB97M-V def2-TZVPD RIJCOSX def2/J DEFGRID3
* xyz 1 1
C 0.28536 1.48845 -0.25034
C -1.13927 1.34340 0.01839
C -0.74388 -0.14827 0.09267
C 1.70163 -0.58889 -0.16954
N 0.64554 0.29550 -0.20262
N -1.34381 -1.17251 -0.49118
H 0.83036 2.54112 -0.33821
H -1.44090 1.73114 0.94895
H -1.75549 1.51277 -0.81758
H -0.41007 -0.39466 1.95321
H 1.64899 -1.15348 -1.15337
H 1.37656 -1.28858 0.55971
H 2.60481 -0.07707 -0.03171
H -0.96403 -2.11082 -0.28302
H -2.38166 -1.10019 -0.71720
*
```

Entry from the OMol25 dataset: an isolated ion of composition C4H9N2 and charge +1 at a distorted geometry (ωB97M-V/def2-TZVPD).

Total energy = -7261.989 eV
E_HOMO (spin up / spin down) = -14.5 / -14.5 eV
LUMO level (spin up / spin down) = -6.1 / -6.1 eV
Gap between HOMO and LUMO (spin up / spin down) = 0.311 / 0.310 Eh
Largest force on an atom = 7.0 eV Å⁻¹
Energy above the lowest of the compared OMol25 structures with the same formula, charge and spin = 593.6 kJ/mol

Geometry as ORCA input:
```
! wB97M-V def2-TZVPD RIJCOSX def2/J DEFGRID3
* xyz 1 1
C 0.16237 -1.52466 0.05689
C -0.59600 0.56293 0.69236
C 0.74159 -0.21313 0.33095
C 1.58131 0.45137 -0.72441
N -2.47667 0.13338 -0.57571
N -1.50252 -0.18091 -0.09799
H 0.78130 -2.19354 -0.58295
H -0.42565 -1.95661 0.81716
H -0.71536 0.33744 1.69953
H -0.82251 1.67929 0.42373
H 1.20171 -0.18704 1.37019
H 1.90527 1.35772 -0.28113
H 0.86008 0.89552 -1.56827
H 2.32902 -0.10694 -1.26980
H -3.02394 0.94519 -0.29055
*
```

Entry from the OMol25 dataset: an isolated ion of composition C4H9N2 and charge +1 at a distorted geometry (ωB97M-V/def2-TZVPD).

Total energy = -7265.610 eV
E_HOMO = -14.7 eV
LUMO level = -5.2 eV
Gap between HOMO and LUMO = 0.348 Eh
SMILES = C=[N+](C)/C=N\C
Largest force on an atom = 1.5 eV Å⁻¹
Energy above the lowest of the compared OMol25 structures with the same formula, charge and spin = 244.3 kJ/mol

Geometry as ORCA input:
```
! wB97M-V def2-TZVPD RIJCOSX def2/J DEFGRID3
* xyz 1 1
C 1.31853 1.19565 0.62787
N 0.75490 0.48294 -0.25016
C 1.24994 -0.79582 -0.68875
C -0.54658 0.91458 -0.90095
N -1.68528 0.58919 -0.57340
C -2.12292 -0.23330 0.49045
H 0.90727 2.15636 0.89864
H 2.23183 0.86656 1.11350
H 2.22767 -0.68465 -1.15866
H 1.35865 -1.47257 0.16310
H 0.55937 -1.23108 -1.40912
H -0.35794 1.55255 -1.75268
H -2.54302 -1.13927 0.04774
H -1.35738 -0.50146 1.22419
H -2.95101 0.28569 0.97211
*
```

Entry from the OMol25 dataset: an isolated ion of composition C4H9N2 and charge +1 at a distorted geometry (ωB97M-V/def2-TZVPD).

Total energy = -7260.911 eV
E_HOMO (spin up / spin down) = -10.1 / -16.0 eV
LUMO level (spin up / spin down) = -2.7 / -7.9 eV
<S²> = 2.01
Gap between HOMO and LUMO (spin up / spin down) = 0.270 / 0.297 Eh
Largest force on an atom = 6.8 eV Å⁻¹
Energy above the lowest of the compared OMol25 structures with the same formula, charge and spin = 245.9 kJ/mol

Geometry as ORCA input:
```
! wB97M-V def2-TZVPD RIJCOSX def2/J DEFGRID3
* xyz 1 3
C 0.88215 -0.56013 1.64692
C -1.02999 1.05455 -1.07731
C -0.47275 -0.14218 -1.73518
C 0.94336 0.26004 0.38127
N -0.18644 -1.18785 1.83733
N -0.33192 0.04508 -0.30187
H 1.76160 -0.53898 2.28674
H -0.52288 2.00303 -1.19453
H -2.09634 1.13720 -0.91792
H -1.13119 -0.93759 -2.05678
H 0.43038 -0.04704 -2.32317
H 1.08649 1.31553 0.63169
H 1.78787 -0.06120 -0.23492
H -0.27693 -1.75251 2.67389
H -0.84340 -0.58796 0.38384
*
```

Entry from the OMol25 dataset: C4H9N2O as an isolated structure at a distorted geometry (ωB97M-V/def2-TZVPD).

Total energy = -9306.913 eV
E_HOMO (spin up / spin down) = -15.0 / -15.1 eV
LUMO level (spin up / spin down) = -6.7 / -6.7 eV
Gap between HOMO and LUMO (spin up / spin down) = 0.305 / 0.308 Eh
Largest force on an atom = 8.2 eV Å⁻¹
Energy above the lowest of the compared OMol25 structures with the same formula, charge and spin = 878.3 kJ/mol

Geometry as ORCA input:
```
! wB97M-V def2-TZVPD RIJCOSX def2/J DEFGRID3
* xyz 1 1
C -1.10359 -0.18371 -0.30682
C -0.78631 -1.64609 0.14501
C 0.15668 0.61236 -0.45632
C 0.20866 1.89139 0.28567
N 0.74667 -1.53251 0.16025
N 1.11246 -0.40225 -0.15760
O 2.90245 -0.04624 -0.26465
H -1.69993 -0.14808 -1.27450
H -1.61792 0.44815 0.49995
H -1.17115 -1.91092 1.09751
H -1.17947 -2.36326 -0.60844
H 0.38703 0.97697 -1.43744
H -0.27211 2.00612 1.32462
H -0.14907 2.74336 -0.30601
H 1.28558 2.01077 0.66725
H 1.18002 -2.45604 0.63151
*
```

Entry from the OMol25 dataset: a 2-piece molecular cluster, C4H9N2O overall at a distorted geometry (ωB97M-V/def2-TZVPD).

Total energy = -9314.875 eV
E_HOMO = -14.0 eV
LUMO level = -3.6 eV
Gap between HOMO and LUMO = 0.384 Eh
Largest force on an atom = 6.0 eV Å⁻¹
Energy above the lowest of the compared OMol25 structures with the same formula, charge and spin = 110.1 kJ/mol

Geometry as ORCA input:
```
! wB97M-V def2-TZVPD RIJCOSX def2/J DEFGRID3
* xyz 1 1
C -1.17192 -0.16213 -1.37353
C -0.38468 0.41327 -0.28875
C 0.89423 0.88940 -0.44170
N 1.35621 1.34375 0.81513
C 0.33251 1.24940 1.66814
N -0.71853 0.60785 1.11500
H -1.75470 -1.06935 -0.95861
H -0.70445 -0.51238 -2.18833
H -1.93255 0.56303 -1.76867
H 1.70005 0.65061 -1.22992
H 2.18389 1.90415 0.96337
H 0.29310 1.68516 2.63460
H -1.68492 0.70395 1.39655
H -0.03876 -3.12921 0.25006
H 1.26119 -2.54490 -0.15269
O 0.36934 -2.59259 -0.44065
*
```

Entry from the OMol25 dataset: an isolated ion of composition C4H9N2O and charge +1 at a distorted geometry (ωB97M-V/def2-TZVPD).

Total energy = -9310.107 eV
E_HOMO = -14.4 eV
LUMO level = -4.7 eV
Gap between HOMO and LUMO = 0.355 Eh
SMILES = C[C@@H]1C=[N+](C)ON1
Largest force on an atom = 4.1 eV Å⁻¹
Energy above the lowest of the compared OMol25 structures with the same formula, charge and spin = 570.1 kJ/mol

Geometry as ORCA input:
```
! wB97M-V def2-TZVPD RIJCOSX def2/J DEFGRID3
* xyz 1 1
C -2.00290 -0.30281 0.57172
C -1.10668 0.17559 -0.56145
C 0.12337 -0.64081 -0.56384
N 1.08207 0.09335 -0.13947
C 2.39159 -0.37127 0.23191
O 0.65302 1.33061 0.31049
N -0.64949 1.52334 -0.21533
H -1.22793 -0.79095 1.31428
H -2.90154 -0.94782 0.40468
H -2.49238 0.54064 1.07308
H -1.76714 0.06415 -1.38779
H 0.18891 -1.58778 -0.91751
H 3.00247 0.25823 -0.46135
H 2.53654 -1.47939 -0.12513
H 2.66675 -0.10400 1.33484
H -0.49666 2.23891 -0.86913
*
```